{"formula": "C12H27HgN3O4SV", "method": "ωB97M-V/def2-TZVPD", "homo_energy_ha": [-0.600, -0.600], "lumo_energy_ev": [-10.1, -11.2], "spin_multiplicity": 2, "total_charge": 2, "s_squared": 0.755, "max_force_ha_per_bohr": 0.146, "de_lowest_kcal_mol": 65.82, "symbols": ["N", "C", "O", "Hg", "V", "N", "N", "C", "C", "C", "C", "C", "C", "C", "C", "H", "H", "H", "H", "H", "H", "H", "H", "H", "H", "H", "H", "H", "H", "H", "H", "H", "H", "C", "H", "H", "H", "C", "H", "H", "H", "C", "S", "O", "O", "O", "H", "H", "H"], "positions_angstrom": [[1.839, -0.473, 0.719], [2.857, -1.015, 0.892], [3.920, -1.360, 0.400], [2.521, -0.686, -1.792], [-0.070, -0.130, 0.296], [-0.585, -1.591, -0.874], [-0.358, 1.505, -0.641], [-0.470, -3.067, -0.584], [0.268, 2.893, -0.777], [0.704, -3.678, -1.360], [-1.754, -3.836, -0.920], [-0.189, -3.202, 0.911], [-0.032, 3.529, -2.140], [-0.263, 3.813, 0.340], [1.777, 2.765, -0.624], [0.634, -3.500, -2.435], [0.773, -4.766, -1.207], [1.662, -3.266, -1.012], [-2.616, -3.373, -0.431], [-1.688, -4.871, -0.558], [-1.956, -3.883, -1.993], [0.695, -2.633, 1.217], [-0.011, -4.249, 1.176], [-1.042, -2.849, 1.504], [0.274, 2.864, -2.952], [0.521, 4.471, -2.263], [-1.091, 3.761, -2.275], [-1.352, 3.892, 0.312], [0.143, 4.829, 0.247], [0.015, 3.423, 1.324], [2.043, 2.255, 0.308], [2.256, 3.757, -0.619], [2.203, 2.211, -1.465], [-1.748, 1.475, -1.067], [-2.155, 0.499, -0.805], [-2.395, 2.232, -0.592], [-1.887, 1.580, -2.166], [-1.171, -1.355, -2.222], [-2.272, -1.537, -2.265], [-1.027, -0.305, -2.489], [-0.726, -1.951, -3.033], [0.455, 0.526, 4.941], [-0.015, 0.959, 3.046], [-1.117, 1.835, 3.166], [1.207, 1.464, 2.546], [-0.415, -0.353, 2.328], [-0.254, 1.031, 5.613], [1.465, 0.905, 5.152], [0.426, -0.544, 5.124]], "forces_ev_per_a": [[-6.35, 2.00, -0.06], [6.28, -1.51, -3.82], [-1.63, -0.17, 2.85], [0.10, 0.08, -0.35], [0.74, -0.32, 0.12], [0.23, 1.22, 0.03], [0.38, -1.10, 1.16], [0.41, -0.45, 1.12], [0.94, 0.59, 0.35], [0.45, 0.31, -0.38], [-0.49, 0.31, -0.23], [-0.16, 0.03, 0.33], [-0.40, -0.48, -0.40], [-0.32, -0.35, 0.53], [0.26, -0.13, 0.36], [-0.08, -0.13, 0.02], [-0.24, 0.41, 0.06], [-0.03, 0.00, 0.09], [0.05, -0.08, -0.01], [0.21, 0.37, -0.02], [0.09, -0.01, 0.09], [-0.06, -0.16, -0.05], [-0.03, 0.19, -0.08], [0.11, -0.10, -0.07], [0.02, 0.05, -0.05], [-0.08, -0.36, 0.32], [0.06, 0.03, 0.07], [0.07, 0.07, -0.04], [0.01, -0.41, -0.22], [-0.02, 0.12, -0.16], [-0.03, 0.16, -0.03], [-0.28, -0.41, -0.01], [0.08, -0.08, -0.22], [-0.77, -0.23, -0.20], [-0.50, -0.22, 0.11], [0.57, -0.15, 0.09], [0.43, -0.07, 0.61], [-0.50, 0.92, -0.18], [0.75, -0.09, 0.38], [0.05, -0.37, -0.07], [0.08, -0.11, 0.64], [-0.42, 0.01, -1.30], [0.30, -0.25, 6.53], [-1.26, 0.56, -0.96], [1.50, 0.48, -2.11], [-0.06, 0.06, -3.36], [-0.03, -0.09, -0.68], [-0.35, -0.04, -0.61], [-0.08, -0.07, -0.21]], "mulliken_charge": [0.061, 0.571, -0.512, 0.778, 1.054, 0.568, 0.428, 1.020, 0.831, -1.386, -1.679, -1.770, -1.747, -1.316, -1.327, 0.345, 0.443, 0.265, 0.414, 0.464, 0.417, 0.329, 0.515, 0.425, 0.410, 0.439, 0.438, 0.378, 0.476, 0.281, 0.243, 0.460, 0.154, -1.049, 0.328, 0.364, 0.429, -1.241, 0.388, 0.353, 0.367, -1.042, 1.239, -0.551, -0.552, -0.531, 0.358, 0.321, 0.347]}